Entry 1:
# C6H15O

A cluster of 2 separate species, C6H15O in total at a distorted geometry (wB97M-V/def2-TZVPD, the Open Molecules 2025 dataset).

ORCA input file:
```
! RIJCOSX wB97M-V def2-TZVPD def2/J DEFGRID3
* xyz -1 1
C 1.284 -2.045 -0.256
C 0.061 -2.733 -0.851
C -1.220 -2.317 -0.110
H 1.084 -0.969 -0.161
H 2.201 -2.199 -0.855
H 1.521 -2.363 0.793
H 0.203 -3.773 -0.831
H -0.036 -2.406 -1.865
H -2.085 -2.946 -0.412
H -0.960 -2.446 0.966
H -1.452 -1.270 -0.320
C -0.747 1.841 -0.441
O -0.442 0.453 -0.483
C 0.408 2.632 0.247
C 0.570 2.279 1.720
H -1.728 2.048 0.132
H -0.876 2.168 -1.501
H 0.348 3.727 0.070
H 1.342 2.263 -0.263
H 1.561 2.605 2.104
H 0.466 1.169 1.835
H -0.196 2.824 2.318
*
```

Output
orbital gap	6.88	eV
E_tot	-312.814139	hartree
relative energy (zero: lowest compared OMol25 entry of this formula, charge and spin)	41.5	kJ/mol
LUMO energy	0.158	hartree
largest force on an atom	2.200	eV Å⁻¹

Entry 2:
# C40H30Cl2NO5PPbS2

A structure of composition C40H30Cl2NO5PPbS2 at a distorted geometry (wB97M-V/def2-TZVPD, the Open Molecules 2025 dataset).

ORCA input file:
```
! RIJCOSX wB97M-V def2-TZVPD def2/J DEFGRID3
* xyz -2 1
Pb 0.361 0.174 -0.822
Cl 0.347 -3.837 -7.877
C 0.515 -3.157 -6.276
C 0.935 -3.992 -5.231
C 1.063 -3.471 -3.977
Cl 1.557 -4.500 -2.681
C 0.806 -2.076 -3.650
O 0.984 -1.645 -2.488
C 0.363 -1.280 -4.772
C 0.046 0.118 -4.636
O 0.090 0.832 -3.650
C 0.233 -1.842 -6.053
H 1.154 -5.036 -5.407
H -0.276 0.577 -5.601
H -0.094 -1.212 -6.872
O -0.870 3.458 1.341
C -0.272 2.533 1.892
O 0.521 1.713 1.305
C -0.455 2.431 3.431
C -0.902 3.583 4.076
C -1.087 3.615 5.445
C -0.842 2.480 6.197
C -0.407 1.325 5.578
C -0.205 1.275 4.197
P 0.424 -0.283 3.443
C 2.052 -0.267 4.285
C 2.781 0.921 4.375
C 4.084 0.926 4.843
C 4.694 -0.259 5.227
C 3.988 -1.448 5.124
C 2.684 -1.455 4.654
C -0.592 -1.436 4.492
C -0.275 -2.107 5.670
C -1.176 -2.996 6.242
C -2.403 -3.236 5.644
C -2.732 -2.581 4.465
C -1.833 -1.693 3.902
H -1.097 4.458 3.469
H -1.423 4.527 5.927
H -0.985 2.497 7.272
H -0.219 0.438 6.170
H 2.330 1.848 4.042
H 4.633 1.858 4.909
H 5.721 -0.256 5.574
H 4.463 -2.380 5.407
H 2.161 -2.394 4.538
H 0.680 -1.947 6.153
H -0.916 -3.512 7.160
H -3.093 -3.948 6.081
H -3.676 -2.776 3.970
H -2.077 -1.201 2.966
C -2.461 3.182 -1.706
O -2.045 1.883 -1.322
C -2.951 0.949 -1.017
S -4.584 1.189 -1.114
S -2.234 -0.530 -0.538
H -1.565 3.672 -2.077
H -2.850 3.724 -0.842
H -3.226 3.129 -2.482
C 0.220 -5.552 0.937
C 1.545 -5.214 1.170
C 2.025 -3.946 0.893
C 1.187 -2.940 0.365
C -0.144 -3.319 0.113
C -0.615 -4.585 0.388
N 1.573 -1.637 0.187
C 2.887 -1.284 -0.057
C 3.327 0.014 0.279
C 4.607 0.441 -0.025
C 5.509 -0.406 -0.655
C 5.091 -1.685 -1.002
C 3.810 -2.116 -0.719
H -0.152 -6.544 1.163
H 2.221 -5.953 1.588
H 3.064 -3.723 1.092
H -0.809 -2.592 -0.327
H -1.651 -4.825 0.176
H 2.654 0.680 0.802
H 4.905 1.451 0.236
H 6.519 -0.081 -0.874
H 5.772 -2.357 -1.515
H 3.488 -3.096 -1.039
*
```

Output
orbital gap	5.78	eV
E_tot	-4224.349874	hartree
relative energy (zero: lowest compared OMol25 entry of this formula, charge and spin)	16.7	kJ/mol
LUMO energy	0.148	hartree
largest force on an atom	1.161	eV Å⁻¹

Entry 3:
# C5H12N2O2

A structure of composition C5H12N2O2 at a distorted geometry (wB97M-V/def2-TZVPD, the Open Molecules 2025 dataset).

ORCA input file:
```
! RIJCOSX wB97M-V def2-TZVPD def2/J DEFGRID3
* xyz 0 1
C 0.885 2.251 -0.393
C 1.968 -1.203 -0.011
C 0.736 -0.629 0.643
O 0.594 0.950 -0.861
O 0.740 -0.204 1.779
H 0.136 2.965 -0.753
H 1.867 2.553 -0.767
H 0.894 2.268 0.704
H 1.824 -1.356 -1.080
H 2.790 -0.509 0.160
H 2.225 -2.170 0.432
C -1.781 -1.338 0.814
N -0.563 -1.065 0.041
C -1.022 0.538 -0.981
N -1.900 1.368 -0.588
H -0.379 -1.929 -0.470
H -1.746 1.690 0.366
H -1.082 0.123 -1.987
H -1.694 -2.293 1.334
H -2.584 -1.481 0.091
H -1.909 -0.528 1.528
*
```

Output
orbital gap	9.86	eV
E_tot	-457.600154	hartree
relative energy (zero: lowest compared OMol25 entry of this formula, charge and spin)	390.6	kJ/mol
LUMO energy	0.025	hartree
largest force on an atom	3.707	eV Å⁻¹

Entry 4:
# C23H34N5RuSi2

A structure of composition C23H34N5RuSi2 at a distorted geometry (wB97M-V/def2-TZVPD, the Open Molecules 2025 dataset).

ORCA input file:
```
! RIJCOSX wB97M-V def2-TZVPD def2/J DEFGRID3
* xyz 3 1
Ru -0.994 0.073 0.531
C -0.756 1.730 3.161
N -1.317 0.417 2.789
C -0.746 -0.737 3.514
C 0.343 -1.340 2.705
N 0.446 -1.202 1.389
C 1.546 -1.968 0.981
C 2.133 -2.165 -0.265
C 3.180 -3.057 -0.337
C 3.664 -3.720 0.804
C 3.135 -3.480 2.052
C 2.067 -2.593 2.115
N 1.285 -2.154 3.181
C 0.291 2.118 2.185
N 0.407 1.592 0.973
C 1.458 2.263 0.332
C 2.032 2.104 -0.925
C 3.020 2.993 -1.285
C 3.459 4.000 -0.408
C 2.945 4.122 0.863
C 1.934 3.235 1.213
N 1.178 3.094 2.375
H -1.552 2.478 3.141
H -0.359 1.726 4.178
H -2.308 0.444 3.014
H -0.387 -0.457 4.507
H -1.529 -1.484 3.664
H 1.778 -1.634 -1.137
H 3.647 -3.249 -1.293
H 4.476 -4.426 0.699
H 3.535 -3.953 2.940
H 1.401 -2.432 4.146
H 1.710 1.311 -1.586
H 3.475 2.913 -2.263
H 4.227 4.687 -0.737
H 3.313 4.868 1.555
H 1.277 3.656 3.209
C -2.896 -1.860 -0.153
Si -1.656 -2.007 -1.576
C -2.445 -2.207 -3.245
C -0.534 -3.446 -1.257
C -0.696 -0.271 -1.400
Si -1.727 1.325 -2.081
C -0.659 2.820 -2.277
C -2.909 1.609 -0.632
C -2.623 0.968 -3.671
H -3.161 -2.856 0.209
H -3.819 -1.351 -0.429
H -2.490 -1.349 0.748
H -2.579 -3.284 -3.384
H -1.818 -1.854 -4.062
H -3.425 -1.740 -3.317
H -1.140 -4.343 -1.418
H -0.143 -3.485 -0.243
H 0.302 -3.489 -1.956
H 0.282 -0.332 -1.885
H -0.243 3.192 -1.344
H -1.306 3.601 -2.691
H 0.156 2.665 -2.985
H -2.469 1.363 0.368
H -3.845 1.059 -0.718
H -3.150 2.672 -0.558
H -2.043 0.376 -4.377
H -2.785 1.951 -4.126
H -3.593 0.499 -3.519
*
```

Output
orbital gap (spin up / spin down)	4.23 / 4.56	eV
E_tot	-1843.535007	hartree
relative energy (zero: lowest compared OMol25 entry of this formula, charge and spin)	97.6	kJ/mol
LUMO energy (spin up / spin down)	-0.477 / -0.465	hartree
largest force on an atom	3.080	eV Å⁻¹

Entry 5:
# C2H5N3OS

An isolated molecule of C2H5N3OS at a distorted geometry (wB97M-V/def2-TZVPD, the Open Molecules 2025 dataset).

ORCA input file:
```
! RIJCOSX wB97M-V def2-TZVPD def2/J DEFGRID3
* xyz 0 1
N -2.859 -0.097 0.223
N -2.029 0.986 0.087
C -0.781 0.783 -0.109
S -0.221 -0.872 -0.414
C 1.460 -0.951 0.389
N 2.465 -0.093 0.330
O 2.240 1.112 -0.164
H -3.822 0.139 0.599
H -2.322 -0.947 0.683
H -0.188 1.759 -0.186
H 1.765 -2.080 0.554
H 3.072 1.624 0.137
*
```

Output
orbital gap	9.16	eV
E_tot	-716.758771	hartree
SMILES string	N/N=C\S/C=N\O
relative energy (zero: lowest compared OMol25 entry of this formula, charge and spin)	477.7	kJ/mol
LUMO energy	0.025	hartree
largest force on an atom	4.774	eV Å⁻¹

Entry 6:
# C3H4N2

An isolated molecule of C3H4N2 at a distorted geometry (wB97M-V/def2-TZVPD, the Open Molecules 2025 dataset).

ORCA input file:
```
! RIJCOSX wB97M-V def2-TZVPD def2/J DEFGRID3
* xyz 0 1
C 0.509 -0.574 0.899
C -0.454 -1.103 -0.377
N -0.826 -0.108 -1.090
N -0.431 1.076 -0.654
C 0.627 0.749 0.700
H 0.847 -1.343 1.626
H -1.012 -2.047 -0.595
H -0.291 1.636 -1.530
H 1.030 1.712 1.020
*
```

Output
orbital gap	10.21	eV
E_tot	-226.108407	hartree
SMILES string	c1cn[nH]c1
relative energy (zero: lowest compared OMol25 entry of this formula, charge and spin)	306.6	kJ/mol
LUMO energy	0.044	hartree
largest force on an atom	3.990	eV Å⁻¹